1.
This record from the Open Molecules 2025 dataset describes C44H42NP2SSr as an isolated structure. The level of theory is ωB97M-V with the def2-TZVPD basis set.

CARTESIAN COORDINATES (ANGSTROEM)
Sr -0.0680 -0.0367 0.1645
C -0.1273 5.8310 4.6298
C 0.1428 4.3198 4.6520
C 1.4602 4.0554 3.9229
C 0.2961 3.8525 6.1061
C -1.0307 3.5882 4.0023
C -2.3162 3.7113 4.5635
C -3.4214 3.0892 4.0212
C -3.2463 2.3028 2.8857
S -4.3957 1.3722 1.9846
C -3.1240 0.8286 0.9185
N -1.9469 1.3233 1.2087
C -1.9857 2.1612 2.3143
C -0.8822 2.8102 2.8675
C -3.3772 -0.1096 -0.1931
C -4.7079 -0.3132 -0.5684
C -5.0194 -1.1729 -1.6063
C -3.9855 -1.8262 -2.2641
C -2.6719 -1.6121 -1.8653
C -2.2859 -0.7611 -0.8215
H 0.6929 6.3656 5.1126
H -1.0448 6.0830 5.1619
H -0.2214 6.1990 3.6064
H 2.2680 4.5892 4.4252
H 1.4321 4.4046 2.8874
H 1.7203 2.9926 3.9262
H 1.1199 4.3853 6.5848
H 0.5067 2.7818 6.1555
H -0.6044 4.0443 6.6897
H -2.4499 4.3192 5.4485
H -4.3965 3.2095 4.4745
H 0.0933 2.7209 2.4043
H -5.5209 0.2084 -0.0729
H -6.0490 -1.3260 -1.9010
H -4.2052 -2.4988 -3.0844
H -1.9024 -2.1567 -2.4106
C 2.5223 0.5197 0.9792
C 2.5077 -0.6609 2.0024
P 1.4312 -2.1907 1.7412
C 2.4389 -3.5044 2.4568
C 2.6976 -3.5877 3.8252
C 3.5122 -4.5947 4.3143
C 4.0710 -5.5223 3.4417
C 3.8104 -5.4499 2.0823
C 2.9912 -4.4431 1.5885
C 0.0035 -2.0061 2.8612
C -0.6901 -3.1829 3.1811
C -1.8470 -3.1287 3.9327
C -2.3474 -1.9050 4.3639
C -1.6833 -0.7398 4.0406
C -0.5095 -0.7938 3.2904
C 2.6046 0.0791 -0.5268
P 2.0586 1.4697 -1.6957
C 3.5399 2.5074 -1.5537
C 3.3829 3.7991 -1.0565
C 4.4887 4.6216 -0.8769
C 5.7523 4.1576 -1.2048
C 5.9147 2.8754 -1.7200
C 4.8150 2.0534 -1.8947
C 2.1493 0.6475 -3.3132
C 1.5270 -0.5860 -3.5042
C 1.4902 -1.1713 -4.7596
C 2.0707 -0.5246 -5.8419
C 2.6779 0.7095 -5.6638
C 2.7164 1.2965 -4.4071
H 3.4160 1.1219 1.1383
H 1.7127 1.2231 1.2040
H 2.3743 -0.2914 3.0214
H 3.5156 -1.0787 1.9445
H 2.2511 -2.8742 4.5081
H 3.7107 -4.6622 5.3756
H 4.7056 -6.3093 3.8275
H 4.2349 -6.1799 1.4061
H 2.7737 -4.3914 0.5286
H -0.3215 -4.1405 2.8334
H -2.3712 -4.0421 4.1808
H -3.2572 -1.8648 4.9478
H -2.0652 0.2208 4.3633
H 0.0037 0.1456 3.0845
H 2.0714 -0.8586 -0.6878
H 3.6505 -0.1677 -0.7055
H 2.3922 4.1647 -0.8133
H 4.3585 5.6230 -0.4890
H 6.6151 4.7955 -1.0654
H 6.9011 2.5210 -1.9884
H 4.9467 1.0618 -2.3129
H 1.0530 -1.1103 -2.6794
H 1.0044 -2.1287 -4.8928
H 2.0451 -0.9820 -6.8218
H 3.1240 1.2185 -6.5079
H 3.1967 2.2592 -4.2814

Computed properties:
HOMO energy, hartree: -0.3784
Energy, eV: -78044.6094
LUMO level, hartree: -0.0737
Total charge: +1
ΔE to the lowest compared entry with this formula, charge and spin, eV: 0.837
Max |F|, eV/Å: 1.180
Multiplicity: 1
Gap between HOMO and LUMO, eV: 8.29


2.
This record from the Open Molecules 2025 dataset describes C44H43BrCsN9O3S7 as an isolated structure. The level of theory is ωB97M-V with the def2-TZVPD basis set.

CARTESIAN COORDINATES (ANGSTROEM)
Cs 0.3102 -0.4197 -0.3483
Br 3.0854 7.4462 -2.6501
C 2.2828 5.8195 -2.2832
C 2.1318 4.9094 -3.3322
C 1.2150 3.9293 -3.1921
C 0.5724 3.6424 -1.9186
O -0.3402 2.7678 -1.8245
C 0.9650 4.4495 -0.7610
C 0.5834 4.1169 0.5923
N 0.4666 2.8649 1.0059
C 0.4827 2.6609 2.3600
C 1.2139 3.5045 3.2250
C 1.1308 3.3812 4.6074
C 0.1947 2.5656 5.1901
C -0.5693 1.6876 4.3746
C -1.3160 0.6704 5.0197
C -1.8613 -0.3646 4.2833
C -1.6136 -0.3519 2.8800
N -0.8555 0.5657 2.2504
C -0.3717 1.6371 2.9209
C 1.7513 5.5613 -0.9895
H 2.6280 5.0984 -4.2696
H 0.9680 3.2325 -3.9900
H 0.4717 4.9627 1.3089
H 1.8273 4.2932 2.7373
H 1.8333 3.9069 5.2617
H -0.0273 2.6121 6.2527
H -1.4761 0.8034 6.0919
H -2.4186 -1.1697 4.7524
H -2.1015 -1.0419 2.2238
H 1.9779 6.2605 -0.2025
N 3.6751 1.6008 -0.5832
C 3.6520 1.0946 -1.8449
N 4.8265 1.1686 -2.4953
C 4.7321 0.6391 -3.7521
N 5.8341 0.7778 -4.5309
N 3.6260 0.0628 -4.2933
C 2.4975 0.1464 -3.5716
N 2.4587 0.5525 -2.2714
C 1.3182 -0.2508 -4.3749
C 1.2501 -0.0231 -5.7806
C 0.1956 -0.5197 -6.5123
C -0.7031 -1.3868 -5.8904
C -0.5460 -1.6265 -4.5278
N 0.3380 -0.9492 -3.7824
H 4.5216 2.1067 -0.2879
H 2.8015 1.8809 -0.1771
H 6.6424 1.1923 -4.1082
H 5.8609 0.3931 -5.4807
H 2.0825 0.4830 -6.2473
H 0.1161 -0.2867 -7.5727
H -1.4453 -1.9044 -6.4805
H -1.1842 -2.3072 -4.0122
C 2.6092 -0.9109 6.0106
C 2.0045 -2.1781 5.4175
S 1.6632 -2.0240 3.6424
C 2.6244 -3.3819 2.9780
C 4.0508 -3.0383 2.6365
S 4.2048 -1.4649 1.7442
C 5.1584 -0.4465 2.9362
C 4.3144 0.1748 4.0392
S 4.3652 -0.7487 5.6440
H 2.6221 -1.0146 7.1175
H 2.0059 -0.0263 5.7748
H 1.0004 -2.3332 5.8351
H 2.6334 -3.0401 5.6387
H 2.0518 -3.7664 2.1125
H 2.6428 -4.1805 3.7269
H 4.5194 -3.7824 2.0021
H 4.6603 -3.0139 3.5456
H 5.6745 0.3246 2.3482
H 5.9539 -1.1126 3.2903
H 3.2715 0.1977 3.7396
H 4.5901 1.2133 4.2648
S -0.0586 -4.8266 0.5036
S 0.5395 -4.2198 -1.2557
S 2.6477 -4.0063 -1.3413
S 3.2080 -3.7539 -3.1865
C -3.8200 -5.5868 -1.6006
O -4.4133 -4.3194 -1.3011
C -4.6558 -3.3644 -2.2268
C -4.2135 -3.3430 -3.5816
C -4.6763 -2.3511 -4.4368
C -5.5633 -1.3718 -3.9438
C -5.9217 -1.3109 -2.5987
C -5.3918 -2.2436 -1.7182
N -5.7563 -2.2781 -0.3647
C -5.8731 -1.2845 0.5453
C -5.1044 -0.1089 0.6657
C -5.4285 0.6998 1.8111
C -5.1432 2.0629 1.8695
C -4.4457 2.6338 0.7944
C -3.8101 1.8593 -0.1550
C -3.9682 0.4028 -0.2039
O -3.1644 -0.3225 -0.8218
H -3.4078 -5.6001 -2.5982
H -4.6039 -6.3379 -1.4662
H -3.0231 -5.7666 -0.8798
H -3.6334 -4.1549 -3.9700
H -4.4667 -2.4240 -5.5078
H -6.0087 -0.6595 -4.6194
H -6.6196 -0.5513 -2.2141
H -5.7541 -3.2516 -0.0195
H -6.7053 -1.3914 1.2659
H -5.9203 0.2251 2.6658
H -5.5717 2.7050 2.6494
H -4.4182 3.7338 0.7622
H -3.1664 2.2134 -0.9644

Computed properties:
HOMO energy, hartree: 0.0230
Energy, eV: -212316.9108
LUMO level, hartree: 0.1036
Total charge: -2
Max |F|, eV/Å: 2.999
Multiplicity: 1
Gap between HOMO and LUMO, eV: 2.19